1.
Here is 2 unconnected molecules or ions with the total composition C6H12N2 from the OMol25 dataset. Energies are from ωB97M-V with the def2-TZVPD basis set.

Each line ends with the natural charge from an NBO analysis.
Positions of all 20 atoms, in Å:
C1 1.91631 1.72306 1.79179  -0.6420
C2 1.00096 1.52506 0.67321  0.0631
C3 -0.25327 1.99219 0.59776  -0.0988
N1 -0.70778 1.64810 -0.63947  -0.5369
C4 0.34536 0.92875 -1.27042  0.1632
N2 1.39877 0.81105 -0.45891  -0.4359
H1 2.93366 2.03898 1.54469  0.2268
H2 2.10703 0.90778 2.53253  0.2187
H3 1.62401 2.50174 2.50285  0.2153
H4 -0.92711 2.51889 1.26887  0.2183
H5 -1.54668 1.97907 -1.08502  0.4141
H6 0.13671 0.58924 -2.26242  0.1954
C5 -1.08286 -2.04996 0.02420  -0.6160
C6 -0.89398 -2.71539 -1.33697  -0.6108
H7 -0.12993 -1.88400 0.50696  0.2170
H8 -1.62515 -1.12907 -0.06230  0.1985
H9 -1.82234 -2.53408 0.70041  0.2024
H10 -1.78472 -3.02713 -1.84929  0.2026
H11 -0.42289 -3.71507 -1.18593  0.2014
H12 -0.26612 -2.10921 -1.99255  0.2035

Results
- LUMO (eV) = 0.9
- max |F| (eV/A) = 3.1
- net charge = 0
- HOMO-LUMO gap (eV) = 9.47
- energy above the lowest of the compared OMol25 structures with the same formula, charge and spin (kcal/mol) = 13.8

---

2.
Here is a single C5H8O2 molecule from the OMol25 dataset. Energies are from ωB97M-V with the def2-TZVPD basis set.

Each line ends with the natural charge from an NBO analysis.
Positions of all 15 atoms, in Å:
C1 -0.46891 -0.30649 0.93596  0.1658
C2 -0.40292 1.19445 1.06696  -0.6519
C3 0.46792 -0.27266 -1.23021  0.3794
C4 -0.47639 -1.12251 -0.61519  0.0069
C5 1.20616 0.50983 -1.93978  -0.5520
O1 0.53450 -0.90759 1.68801  -0.7145
O2 -0.41714 -2.38201 -0.45391  -0.7634
H1 0.48194 -1.85908 1.49334  0.5029
H2 -1.45220 -0.67121 1.25752  0.1856
H3 -1.38933 -0.59686 -1.07066  0.2398
H4 -0.67588 1.47633 2.08523  0.2345
H5 0.60791 1.55818 0.88396  0.2130
H6 -1.09696 1.67767 0.37762  0.2179
H7 2.10226 0.95015 -1.50481  0.2630
H8 0.97901 0.75178 -2.97405  0.2730

Results
- LUMO (spin up / spin down) (eV) = -1.1 / -1.1
- max |F| (eV/A) = 1.2
- net charge = 0
- HOMO-LUMO gap (spin up / spin down) (eV) = 7.40 / 7.40
- energy above the lowest of the compared OMol25 structures with the same formula, charge and spin (kcal/mol) = 119.8

---

3.
Here is a single C2H5N3OS molecule from the OMol25 dataset. Energies are from ωB97M-V with the def2-TZVPD basis set.

Each line ends with the natural charge from an NBO analysis.
Positions of all 12 atoms, in Å:
N1 1.20684 1.97019 0.00922  -0.6297
N2 0.12213 1.04702 -0.03535  -0.4266
C1 0.29769 -0.27890 -0.02550  0.2551
S1 1.81022 -0.97869 0.00716  -0.2453
N3 -0.88591 -1.04583 -0.00485  -0.6359
C2 -2.18654 -0.53347 0.03284  0.5409
O1 -2.48490 0.64764 0.01045  -0.5813
H1 1.69002 1.85849 0.89555  0.3619
H2 1.92463 1.66676 -0.69302  0.3672
H3 -0.78330 1.39373 -0.21677  0.4274
H4 -0.73760 -2.02830 0.00764  0.4290
H5 -2.94636 -1.33810 -0.01879  0.1374

Results
- LUMO (eV) = 0.4
- max |F| (eV/A) = 1.8
- net charge = 0
- HOMO-LUMO gap (eV) = 9.23
- energy above the lowest of the compared OMol25 structures with the same formula, charge and spin (kcal/mol) = 26.3

---

4.
Here is a single C2H5N5 molecule from the OMol25 dataset. Energies are from ωB97M-V with the def2-TZVPD basis set.

Each line ends with the natural charge from an NBO analysis.
Positions of all 12 atoms, in Å:
C1 2.56130 -0.13867 -0.38614  -0.4212
N1 1.45060 0.33580 0.57345  -0.4197
N2 0.07742 0.11554 0.02587  -0.0858
C2 -0.87971 1.15383 -0.06914  0.1358
N3 -2.06958 0.47103 -0.12213  -0.2944
N4 -1.71051 -0.91551 -0.08035  -0.0607
N5 -0.49530 -1.06041 0.10100  -0.0605
H1 2.57464 -1.14030 -0.69832  0.1976
H2 3.48954 0.14613 0.06816  0.2134
H3 2.32654 0.43804 -1.29676  0.2045
H4 1.33666 -0.30275 1.36062  0.3639
H5 -0.58530 2.14283 -0.18684  0.2272

Results
- LUMO (eV) = 0.8
- max |F| (eV/A) = 6.9
- net charge = 0
- HOMO-LUMO gap (eV) = 11.25
- energy above the lowest of the compared OMol25 structures with the same formula, charge and spin (kcal/mol) = 88.5

---

5.
Here is a molecular structure, C10H22CdNO14S3 from the OMol25 dataset. Energies are from ωB97M-V with the def2-TZVPD basis set.

Each line ends with the natural charge from an NBO analysis.
Positions of all 51 atoms, in Å:
Cd1 -6.57273 -1.71107 -37.04653  1.6767
C1 -3.62125 -0.72839 -35.80895  -0.2352
O1 -4.71539 -1.42597 -36.33271  -0.9823
H1 -2.60819 -1.10994 -35.96163  0.1950
H2 -3.55332 0.22540 -36.35029  0.1617
H3 -3.75255 -0.56426 -34.73901  0.1806
C2 -4.29535 -3.30061 -31.36882  -0.7155
C3 -4.42761 -2.08116 -30.46908  0.6625
O2 -5.39951 -2.03611 -29.71368  -0.6224
N1 -3.60734 -1.00979 -30.58639  -0.6276
C4 -2.45251 -0.96558 -31.49482  -0.4135
H4 -4.56756 -3.00327 -32.38321  0.2167
H5 -4.80014 -4.20579 -31.05107  0.2574
H6 -3.25476 -3.65553 -31.39947  0.2184
H7 -3.85992 -0.30846 -29.90773  0.4179
H8 -2.01308 0.01346 -31.32895  0.2203
H9 -2.77249 -1.21209 -32.50588  0.1766
H10 -1.74034 -1.73247 -31.18383  0.2083
C5 -1.40608 0.26991 -39.41953  -0.1001
C6 -0.52559 0.40172 -38.17327  -0.0849
O3 0.59121 -0.43820 -38.39335  -0.6791
S1 0.27901 -1.61629 -39.44772  2.4980
O4 0.16998 -2.96533 -38.90776  -0.8743
O5 1.06461 -1.39614 -40.61904  -0.8594
O6 -1.27006 -1.11788 -39.68955  -0.6938
H11 -1.04383 0.82766 -40.28221  0.2173
H12 -2.41786 0.47114 -39.07689  0.1969
H13 -1.10838 0.00715 -37.33316  0.1568
H14 -0.17484 1.39412 -37.89962  0.2260
C7 -4.68237 2.82259 -36.23156  -0.0984
C8 -4.25623 3.93571 -35.27075  -0.1002
O7 -4.18481 5.16580 -35.99039  -0.6552
S2 -4.77136 4.95617 -37.49227  2.5125
O8 -3.69120 4.73708 -38.41807  -0.8974
O9 -5.82793 5.87360 -37.82074  -0.8447
O10 -5.41752 3.52172 -37.20660  -0.6913
H15 -5.24784 1.97431 -35.85527  0.1989
H16 -3.75579 2.40654 -36.65090  0.1724
H17 -3.30038 3.65338 -34.82449  0.1997
H18 -4.91016 4.03987 -34.40383  0.2041
C9 -0.66121 -3.26734 -35.93906  -0.1034
C10 -0.69877 -2.65435 -34.51670  -0.1180
O11 -0.99184 -3.70904 -33.60876  -0.6753
S3 -1.88281 -4.82600 -34.35378  2.5323
O12 -3.19980 -4.38616 -34.69040  -0.9387
O13 -1.70711 -6.10272 -33.74824  -0.8456
O14 -0.99326 -4.66090 -35.70243  -0.6865
H19 0.35199 -3.37675 -36.30735  0.2351
H20 -1.39624 -2.89783 -36.64924  0.1979
H21 -1.46049 -1.90157 -34.31880  0.1817
H22 0.31291 -2.31557 -34.30507  0.2209

Results
- LUMO (eV) = -9.0
- max |F| (eV/A) = 2.7
- net charge = +1
- HOMO-LUMO gap (eV) = 2.50

---

6.
Here is a single C2H7NS2 molecule from the OMol25 dataset. Energies are from ωB97M-V with the def2-TZVPD basis set.

Each line ends with the natural charge from an NBO analysis.
Positions of all 12 atoms, in Å:
C1 0.95116 0.32569 0.75597  -0.6333
C2 0.20425 0.04543 -0.52346  -0.1119
S1 0.28839 -1.75016 -1.04238  -0.1068
N1 -1.07814 0.63971 -0.65164  -0.7823
S2 -2.01831 0.76492 0.76230  0.1806
H1 1.93645 0.10342 0.60700  0.2129
H2 0.50513 -0.26682 1.58338  0.2272
H3 0.85221 1.43449 0.88533  0.2314
H4 0.74906 0.40063 -1.43734  0.2013
H5 1.51655 -1.75100 -0.57298  0.1143
H6 -1.71166 0.46923 -1.48765  0.4057
H7 -2.19508 -0.41554 1.12147  0.0611

Results
- LUMO (eV) = 0.8
- max |F| (eV/A) = 3.6
- net charge = 0
- HOMO-LUMO gap (eV) = 9.63
- energy above the lowest of the compared OMol25 structures with the same formula, charge and spin (kcal/mol) = 29.4

---

Q: Which formula does entry 3 have?
A: C2H5N3OS

---

Q: What is the formula in the second record?
A: C5H8O2

---

Q: The highest max |F| belongs to which entry?
A: C2H5N5